Record 1
40
Properties=species:S:1:pos:R:3:forces:R:3:nbo_charge:R:1 method="wB97M-V/def2-TZVPD" e_above_lowest_ev=0.1631 e_homo_ev=-8.832 fmax_ha_per_bohr=0.029 total_charge=0
C 4.441927 2.782420 0.027950 -0.03 -0.16 -0.18 -0.600
C 4.123093 1.398560 -0.522830 -0.03 0.10 0.18 -0.383
C 3.720416 0.432966 0.599159 0.23 -0.07 -0.16 -0.496
C 3.433870 -0.934999 0.022628 0.14 0.47 0.42 0.540
O 4.228128 -1.851325 0.066177 -0.13 0.00 -0.11 -0.537
C 2.134676 -1.080066 -0.623957 -0.33 -1.33 -0.62 0.119
C 1.585349 -2.162319 -1.276400 0.48 0.68 0.43 -0.205
C 0.301046 -1.768320 -1.691551 -0.11 0.61 0.13 -0.314
C 0.143823 -0.472159 -1.270496 -0.09 -0.80 -0.49 0.307
O 1.241945 -0.053569 -0.626094 0.14 0.37 0.21 -0.399
C -1.012333 0.442751 -1.370503 -0.44 -0.34 0.65 -0.833
P -2.328186 -0.132634 -0.220117 0.13 1.24 0.16 2.384
O -2.823672 -1.503356 -0.365610 0.04 -0.19 -0.22 -1.101
O -1.785962 0.181899 1.261678 -0.15 0.30 -1.00 -0.822
C -1.586050 -0.878135 2.189816 0.15 -0.61 0.58 -0.065
C -0.160206 -1.399156 2.147130 -0.31 0.21 -0.08 -0.636
H -0.003716 -2.104827 2.958365 0.04 -0.10 0.08 0.220
H 0.545216 -0.578373 2.251198 0.10 0.06 0.03 0.210
H 0.021369 -1.906725 1.203030 0.09 -0.08 -0.10 0.217
H -1.816323 -0.455905 3.172214 -0.02 -0.07 -0.13 0.183
H -2.285297 -1.689526 1.964867 0.03 0.15 0.13 0.202
O -3.381308 1.046876 -0.480811 0.70 -0.42 -0.14 -0.813
C -4.696822 0.916458 0.056406 -0.65 0.00 0.15 -0.061
C -5.598801 0.133289 -0.881760 0.29 0.12 0.11 -0.638
H -6.600044 0.069823 -0.464190 -0.13 0.00 0.02 0.213
H -5.645451 0.624322 -1.850311 -0.06 0.05 -0.10 0.209
H -5.199067 -0.867935 -1.014925 -0.04 -0.10 -0.02 0.236
H -5.060738 1.939764 0.190452 0.07 -0.18 0.07 0.189
H -4.650065 0.425621 1.034330 0.00 0.12 -0.02 0.178
H -0.726985 1.456429 -1.097783 -0.08 0.06 -0.01 0.272
H -1.441903 0.432605 -2.371333 0.00 0.04 -0.01 0.268
H -0.423335 -2.352113 -2.220474 -0.22 -0.09 -0.09 0.244
H 2.061897 -3.109304 -1.424693 0.17 -0.17 0.01 0.244
H 4.539190 0.344267 1.314504 -0.06 -0.07 0.02 0.227
H 2.832754 0.815731 1.104412 -0.01 0.03 0.06 0.218
H 3.308555 1.472397 -1.246108 0.05 -0.03 -0.06 0.202
H 4.997622 0.997806 -1.039475 -0.04 -0.04 -0.05 0.206
H 5.262397 2.731172 0.740008 0.08 0.04 0.09 0.204
H 4.728528 3.453853 -0.778009 0.04 0.13 -0.01 0.211
H 3.574476 3.201753 0.533104 -0.07 0.09 0.07 0.201

---

Record 2
109
Properties=species:S:1:pos:R:3:forces:R:3:lowdin_charge:R:1 method="wB97M-V/def2-TZVPD" e_above_lowest_ev=0.0000 e_homo_ev=-13.801 fmax_ha_per_bohr=0.009 total_charge=+2
Ti 0.785336 -0.663374 -0.211774 0.07 -0.36 0.27 1.018
N -0.402758 -2.530416 -0.096705 -0.04 -0.01 0.07 0.012
C 0.308439 -3.750272 -0.552498 -0.02 -0.06 0.01 -0.163
C 1.787102 -3.541531 -0.306056 0.04 -0.02 0.04 -0.162
N 2.216912 -2.254812 -0.921373 0.06 -0.05 -0.09 -0.217
C 3.545072 -1.876209 -0.373668 0.00 -0.02 0.03 -0.138
C 3.837721 -0.388263 -0.597855 0.06 0.02 0.00 -0.162
N 2.571892 0.332005 -0.901040 0.13 0.07 -0.21 -0.018
C 2.170658 -2.434017 -2.431879 -0.03 0.00 0.00 -0.120
C 3.317892 -1.920344 -3.304263 -0.02 -0.02 -0.03 -0.212
N 3.242493 -0.485406 -3.597936 -0.05 0.04 0.06 0.012
H -0.699282 -2.621326 0.872818 0.01 -0.01 -0.06 0.089
H -1.258956 -2.398228 -0.631787 0.05 0.04 0.04 0.092
H 0.091805 -3.890039 -1.612013 0.03 0.00 0.03 0.120
H -0.044662 -4.639395 -0.027550 0.02 0.03 -0.04 0.139
H 2.378319 -4.370709 -0.706242 -0.02 0.01 0.02 0.147
H 1.978534 -3.477163 0.767122 -0.04 -0.02 -0.08 0.108
H 4.334577 -2.509098 -0.785132 -0.01 0.02 0.02 0.137
H 3.499509 -2.076795 0.698828 0.01 0.02 -0.05 0.105
H 4.540779 -0.225918 -1.413778 -0.03 -0.03 0.02 0.116
H 4.276913 0.025939 0.306730 0.02 -0.01 -0.04 0.107
H 2.518808 0.328344 -1.941586 0.00 0.02 0.14 0.078
H 2.657865 1.312383 -0.639413 -0.05 -0.07 0.04 0.111
H 1.233370 -2.003266 -2.798721 0.03 -0.01 0.01 0.102
H 2.109334 -3.509422 -2.610984 0.02 0.03 -0.02 0.127
H 3.275373 -2.524326 -4.216011 0.00 0.01 0.03 0.131
H 4.284005 -2.142642 -2.853812 0.00 -0.01 0.02 0.114
H 2.613747 -0.318388 -4.376125 -0.01 0.01 0.02 0.078
H 4.147559 -0.141963 -3.900380 -0.01 0.00 0.00 0.102
C 5.122694 0.146182 3.242462 0.01 -0.01 -0.01 -0.026
C 3.838965 -0.615217 3.071100 -0.07 0.03 -0.01 -0.247
C 3.699417 -1.902515 3.583698 0.00 0.00 -0.02 0.026
C 2.514290 -2.626007 3.465839 0.02 0.01 0.02 -0.247
C 2.381318 -3.982801 4.096389 0.00 -0.02 -0.01 -0.024
C 1.450622 -2.045290 2.783115 -0.03 -0.02 -0.07 -0.016
C 1.572049 -0.769871 2.231708 0.08 0.11 -0.13 -0.321
C 2.758552 -0.057319 2.394888 0.04 -0.03 0.05 -0.018
N 0.491254 -0.149588 1.514174 -0.11 -0.02 0.06 -0.052
C -0.610541 0.499696 2.305068 0.19 0.05 -0.02 -0.404
C -1.831952 -0.420648 2.317563 -0.10 0.03 0.02 -0.077
C -2.968830 0.249494 3.102999 -0.01 -0.03 -0.02 -0.263
C -2.507722 0.515387 4.537798 0.00 -0.02 0.00 -0.103
C -1.293481 1.447960 4.519175 0.02 0.01 0.03 -0.268
C -1.661737 2.772617 3.848135 0.01 -0.01 -0.01 -0.104
C -2.115263 2.499442 2.413070 0.02 0.02 -0.01 -0.262
C -3.332353 1.572798 2.423992 -0.01 -0.03 0.02 -0.097
C -0.977766 1.824679 1.638601 -0.06 0.04 -0.02 -0.080
C -0.155179 0.776257 3.740884 -0.04 0.01 0.06 -0.071
H 5.455691 0.118960 4.278866 0.01 0.00 0.02 0.095
H 5.008630 1.189191 2.952389 0.00 0.02 -0.01 0.085
H 5.920092 -0.291858 2.638710 0.01 0.00 0.00 0.092
H 4.533468 -2.348996 4.113150 0.02 -0.01 0.02 0.139
H 3.295560 -4.563466 3.982838 0.01 -0.01 0.00 0.090
H 1.556002 -4.547922 3.664979 -0.01 -0.01 0.00 0.081
H 2.189689 -3.885151 5.165730 0.00 0.00 0.02 0.100
H 0.509068 -2.579697 2.711800 0.00 0.01 0.02 0.118
H 2.813697 0.956823 2.013202 0.00 0.00 0.02 0.131
H -1.575232 -1.379986 2.784667 0.01 -0.01 0.00 0.121
H -2.158450 -0.603545 1.285546 0.02 0.00 0.02 0.105
H -3.834040 -0.418087 3.103850 0.00 0.02 0.01 0.147
H -2.254240 -0.424328 5.037784 0.00 -0.01 0.00 0.125
H -3.319628 0.971222 5.107802 -0.01 0.01 0.01 0.130
H -0.952273 1.630683 5.540254 -0.01 0.00 -0.01 0.148
H -0.803145 3.449516 3.853448 0.02 0.01 0.00 0.125
H -2.460807 3.264069 4.406560 -0.02 0.01 0.00 0.129
H -2.368012 3.437419 1.913380 -0.01 0.00 0.00 0.149
H -3.672526 1.390124 1.404139 -0.03 -0.02 -0.06 0.090
H -4.156511 2.047942 2.960589 -0.01 0.01 0.01 0.134
H -0.095024 2.472002 1.612825 0.01 0.01 0.00 0.130
H -1.294783 1.644708 0.608010 0.00 -0.01 0.00 0.092
H 0.125140 -0.155778 4.240030 0.00 0.01 -0.01 0.128
H 0.728073 1.421974 3.729737 -0.01 0.01 0.00 0.132
C -1.786149 -1.536363 -3.577724 0.01 -0.02 0.03 -0.078
C -1.561411 -0.043741 -3.860567 0.03 -0.05 0.02 -0.593
C -2.709350 0.443746 -4.753429 0.00 0.00 0.00 -0.063
C -0.226438 0.133000 -4.587525 0.02 0.03 -0.01 -0.080
Si -1.497778 0.920809 -2.237763 -0.01 -0.04 0.01 0.625
O -0.393806 0.052045 -1.247439 -0.26 0.26 -0.33 -0.341
C -0.739038 2.612891 -2.387378 0.01 0.02 -0.06 -0.223
C -1.202994 3.523688 -3.342911 0.00 0.01 0.01 -0.085
C -0.638321 4.784168 -3.469485 0.01 0.00 0.02 -0.054
C 0.405696 5.164980 -2.639368 0.00 -0.01 0.00 -0.059
C 0.875459 4.283789 -1.676573 -0.02 0.01 -0.02 -0.069
C 0.306639 3.024171 -1.557831 0.05 -0.05 0.12 -0.104
C -3.159542 0.941403 -1.409926 0.01 -0.02 0.04 -0.238
C -3.874315 2.138162 -1.311136 -0.01 -0.03 0.00 -0.077
C -5.179848 2.153641 -0.836366 0.02 0.01 -0.01 -0.060
C -5.790327 0.972758 -0.444192 -0.01 0.01 0.02 -0.062
C -5.092749 -0.226548 -0.515561 0.03 0.00 0.03 -0.067
C -3.793216 -0.236626 -0.996212 -0.01 0.01 -0.02 -0.114
H -1.707236 -2.105476 -4.507744 0.00 0.00 -0.02 0.099
H -2.779567 -1.724611 -3.170826 -0.03 -0.01 0.02 0.079
H -1.043701 -1.948236 -2.883046 0.02 0.02 -0.02 0.043
H -2.760008 -0.172845 -5.654439 0.00 -0.02 -0.02 0.097
H -2.569482 1.472524 -5.082484 0.01 0.05 0.00 0.073
H -3.673949 0.374115 -4.249411 -0.03 0.00 0.02 0.087
H -0.183542 -0.506318 -5.473988 -0.01 -0.01 -0.02 0.099
H 0.605780 -0.132079 -3.930823 0.05 -0.03 0.02 0.037
H -0.070934 1.164144 -4.906506 0.00 0.02 -0.01 0.090
H -2.025922 3.261847 -3.995399 -0.03 -0.02 -0.03 0.099
H -1.017437 5.471463 -4.212932 0.00 0.01 -0.02 0.116
H 0.845220 6.147859 -2.736759 0.01 0.03 0.00 0.114
H 1.675641 4.586501 -1.013262 0.01 0.00 0.01 0.108
H 0.664149 2.362243 -0.772435 -0.04 0.05 -0.05 0.062
H -3.412002 3.070933 -1.609996 0.01 0.02 -0.02 0.103
H -5.720908 3.088221 -0.776721 0.00 0.02 0.01 0.116
H -6.808311 0.984409 -0.079097 -0.02 0.00 0.00 0.116
H -5.567271 -1.148291 -0.205389 0.00 -0.01 0.00 0.113
H -3.276192 -1.188781 -1.065171 0.01 -0.01 0.01 0.084

---

Record 3
64
Properties=species:S:1:pos:R:3:forces:R:3:nbo_charge:R:1 method="wB97M-V/def2-TZVPD" e_above_lowest_ev=5.1661 e_homo_ev=-9.319 fmax_ha_per_bohr=0.119 total_charge=0
C -1.061773 0.111732 -1.551874 1.13 -2.18 -0.50 -0.441
C -0.851747 -0.678707 -0.216731 0.16 1.13 -0.14 -0.200
C 0.584555 -1.329388 -0.158632 -2.27 -0.63 -0.92 -0.615
C -1.999885 -1.653822 0.140258 0.42 -2.60 -0.76 -0.651
C -2.170592 1.052938 -1.308279 -0.50 3.72 -1.59 -0.233
N -1.640758 2.350254 -0.708604 -1.44 0.78 0.85 -0.490
C -0.847347 3.131582 -1.685671 2.06 -0.34 0.15 -0.458
C -2.820657 3.164953 -0.311665 -1.43 -0.52 0.92 -0.433
H -1.255109 -0.667298 -2.374141 0.01 1.29 1.04 0.236
H -0.113352 0.661285 -1.911769 -1.50 -0.91 0.78 0.227
H -0.960268 0.055573 0.598995 0.97 0.02 -0.53 0.163
H 1.375673 -0.655548 -0.575582 -0.88 -1.00 0.99 0.241
H 0.644714 -1.670012 0.892455 0.98 0.08 -0.77 0.198
H 0.468031 -2.220004 -0.870121 0.75 1.22 1.19 0.188
H -1.910329 -2.599557 -0.559396 -0.57 1.89 1.54 0.219
H -3.072991 -1.378483 0.212736 0.72 0.71 -0.82 0.219
H -1.868922 -1.991750 1.188118 0.38 -0.15 -0.53 0.211
H -3.009998 0.736691 -0.686550 0.38 -0.42 0.07 0.203
H -2.636788 1.478594 -2.244117 0.10 -1.04 0.29 0.177
H -1.255246 3.099979 -2.757930 0.30 0.22 1.42 0.185
H -0.577676 4.218062 -1.349892 -1.00 -1.99 -0.44 0.223
H 0.154429 2.581917 -1.656934 -1.09 1.02 -0.61 0.221
H -2.568366 4.058988 0.340299 -0.08 -0.98 -1.01 0.201
H -3.622883 2.548758 0.290473 1.75 0.89 -0.92 0.192
H -3.401016 3.495057 -1.208937 0.44 0.12 0.45 0.183
H 2.962249 1.986389 -0.338925 -2.04 -2.17 -0.02 0.499
H 2.002661 0.868480 0.362250 0.07 -0.02 1.27 0.504
O 2.194583 1.308179 -0.455645 1.91 3.06 -1.52 -1.000
H -2.739188 0.877430 2.980695 -0.89 0.36 -0.22 0.494
H -1.965722 0.848806 1.546588 -0.77 0.25 0.48 0.494
O -1.943490 0.694849 2.502829 1.21 -0.25 -0.07 -0.978
H 1.162531 2.947509 1.233166 -0.40 0.44 -1.15 0.482
H -0.390806 2.941027 1.485848 0.02 -0.54 -0.65 0.501
O 0.453937 3.288700 1.781423 0.54 0.24 0.63 -0.951
H 1.289750 0.422066 2.629400 -0.40 -0.50 0.53 0.518
H 1.337788 1.854067 2.143741 0.06 -0.35 0.69 0.486
O 1.864087 1.039911 2.141998 0.16 -0.12 0.01 -1.019
H 0.039156 5.106868 2.528290 -0.73 0.39 0.00 0.487
H -1.260642 4.684435 1.934669 0.05 0.85 0.42 0.447
O -0.880334 5.431404 2.434231 0.26 -0.59 -0.23 -0.936
H 0.914903 -2.079087 -4.132605 1.55 0.08 -2.80 0.473
H 1.316740 -1.703343 -2.623336 -1.91 -0.52 -2.78 0.529
O 0.557262 -2.044182 -3.297450 0.25 0.38 5.23 -1.029
H 0.376637 -1.516286 3.113236 0.33 -1.31 0.19 0.492
H -0.671905 -0.478861 3.210891 -0.82 0.61 -0.12 0.499
O 0.230087 -0.649118 3.466715 0.72 0.64 0.22 -0.967
H 4.983684 -2.665109 -1.830545 0.15 -0.40 0.51 0.484
H 4.351357 -1.720288 -0.632645 0.56 -0.56 -1.66 0.519
O 4.548706 -1.846820 -1.613843 -0.62 1.11 1.38 -0.998
H -1.163141 -3.081209 -2.543009 0.22 0.94 -0.44 0.496
H -0.626257 -4.431479 -2.603678 1.59 -1.13 -0.79 0.468
O -1.407438 -3.984546 -2.373884 -1.59 0.11 0.88 -0.951
H -1.008384 -4.771147 0.275399 1.53 1.44 0.62 0.485
H -0.227311 -3.907811 -0.582132 0.33 0.86 -2.47 0.483
O -0.264015 -4.077872 0.323687 -1.88 -3.05 1.83 -0.952
H 2.136596 0.372133 -1.947334 1.30 -1.14 -1.10 0.505
H 3.411329 -0.508492 -2.404364 -0.21 -0.03 0.29 0.509
O 2.480637 -0.321007 -2.601018 -0.85 1.09 0.52 -1.008
H -0.180613 -3.181310 1.890487 0.16 -1.19 1.31 0.508
H 0.050885 -4.243672 3.005494 0.63 -3.91 0.24 0.475
O -0.073555 -3.365227 2.867957 -0.77 4.95 -1.41 -0.991
H 3.015983 -0.058679 1.528541 2.07 -0.90 -0.80 0.493
H 3.736306 -1.283730 1.838602 0.02 -4.45 3.95 0.455
O 3.803250 -0.654772 1.227768 -1.58 4.99 -3.14 -0.973

---

Record 4
10
Properties=species:S:1:pos:R:3:forces:R:3:nbo_charge:R:1 method="wB97M-V/def2-TZVPD" e_above_lowest_ev=4.5969 e_homo_ev=-7.605 fmax_ha_per_bohr=0.080 total_charge=0
C 1.025804 1.051127 0.504270 -3.38 0.55 -2.19 -0.500
C -0.387840 1.000930 0.103660 1.13 3.91 0.59 -0.144
C -0.900499 -0.035409 -0.653593 0.87 -3.35 -0.57 -0.315
C -0.548257 -1.274640 -0.205804 -0.73 -2.76 -1.06 -0.457
H 1.433711 2.045270 0.744688 -0.63 -0.77 1.30 0.247
H 0.143152 0.493473 1.227274 1.76 0.61 0.84 0.309
H 1.712049 0.463895 -0.072523 0.47 -1.00 0.01 0.193
H -1.580130 0.012397 -1.567178 1.08 0.44 1.52 0.263
H -0.917737 -2.168698 -0.839351 0.44 1.35 1.46 0.202
H 0.019747 -1.588342 0.758556 -0.99 1.03 -1.90 0.202